1.
Formula: C4H8O2
Source: the Open Molecules 2025 dataset
Level of theory: the ωB97M-V functional and the def2-TZVPD basis

The geometry in XYZ format:
```
14
Properties=species:S:1:pos:R:3:forces:R:3:mulliken_charge:R:1
O 1.418051 -1.476819 0.702034 0.3 0.2 -0.4 -0.41
O 1.060213 1.502067 -0.693139 -0.1 0.1 0.5 -0.40
C -2.065108 0.077563 -0.334894 0.0 -0.2 0.0 -0.51
C 1.969644 -0.990677 -0.255434 -0.1 -0.2 0.2 -0.14
C 0.768523 1.760736 0.449740 0.1 0.0 -0.3 -0.09
C -1.605057 -1.095914 0.084358 -0.1 0.1 -0.1 -0.42
H 0.539074 0.970956 1.187186 0.0 0.0 -0.1 0.23
H -1.846302 -1.491640 1.067858 0.0 0.1 -0.1 0.23
H -2.710757 0.694453 0.286773 0.1 -0.1 -0.1 0.26
H -0.955916 -1.712923 -0.530461 -0.1 0.1 0.1 0.19
H 0.733336 2.805296 0.809450 -0.1 -0.1 -0.1 0.27
H 1.585753 -1.104293 -1.284890 0.0 -0.1 0.1 0.23
H -1.811331 0.472689 -1.315651 0.0 -0.1 0.1 0.24
H 2.903584 -0.405127 -0.155899 -0.1 -0.1 0.0 0.30
```
Positions in Å, forces in eV/Å.

Values from the calculation:
2S+1: 1
Net charge: 0
SMILES string: C=C.C=O.C=O
Energy relative to the best compared isomer or geometry (same formula, charge and spin) (kJ/mol): 317.3
HOMO (eV): -9.9

2.
Formula: C9H14
Source: the Open Molecules 2025 dataset
Level of theory: the ωB97M-V functional and the def2-TZVPD basis

The geometry in XYZ format:
```
23
Properties=species:S:1:pos:R:3:forces:R:3:mulliken_spin:R:1
C -1.459929 0.570150 -0.551991 -1.2 -0.5 0.3 -0.21
C 0.511564 1.890797 0.942261 1.9 0.4 -0.3 -0.08
C -2.632123 -0.202485 -1.196273 -0.1 0.5 -3.2 -0.03
C 2.754082 -2.740063 -0.465001 1.4 2.9 2.1 0.00
C 0.961545 1.064935 -0.149342 -1.9 1.1 1.8 0.39
C -0.822340 2.085302 1.202316 0.3 1.5 1.1 0.12
C -1.864572 1.396923 0.480587 2.3 0.4 0.6 0.37
C -0.110031 0.464229 -0.908418 -0.2 -0.4 -0.4 0.24
C 1.899946 -2.909477 0.830680 -0.7 3.3 0.2 0.00
H 1.864525 -3.857060 1.177798 -0.2 -3.6 0.6 0.00
H 2.137987 -2.521176 -1.308655 -0.5 0.0 -0.5 0.00
H -2.705632 -1.326682 -1.048553 0.3 1.4 0.0 0.01
H 1.322816 2.465848 1.544280 -1.5 -0.9 -0.9 0.02
H 0.175908 0.007520 -1.836871 -0.2 -0.6 -0.4 0.03
H -2.506139 0.001172 -2.345046 0.0 -0.9 1.5 0.00
H 1.995572 0.965886 -0.350853 0.8 -0.3 -0.3 0.03
H -1.084170 2.909066 1.926935 0.1 -1.1 -0.6 0.01
H 0.854470 -2.589530 0.616494 0.7 -0.2 0.1 0.01
H -2.821957 1.656234 0.798407 -1.8 -0.3 0.0 0.06
H 2.126138 -2.383710 1.840827 0.4 0.0 -2.1 0.00
H 3.429399 -1.790820 -0.322444 -1.2 -1.6 -0.4 0.00
H -3.666355 0.260344 -1.097796 1.3 -0.4 0.7 0.01
H 3.448594 -3.518956 -0.703433 0.2 -0.8 0.1 0.00
```
Positions in Å, forces in eV/Å.

Values from the calculation:
2S+1: 2
Net charge: -1
Expectation value of S²: 0.761
Energy relative to the best compared isomer or geometry (same formula, charge and spin) (kJ/mol): 143.7
HOMO (alpha / beta) (eV): 0.9 / -3.3

3.
Formula: C3H6N2O2
Source: the Open Molecules 2025 dataset
Level of theory: the ωB97M-V functional and the def2-TZVPD basis

The geometry in XYZ format:
```
13
Properties=species:S:1:pos:R:3:forces:R:3:mulliken_charge:R:1
O -0.739667 -0.416024 1.605769 -0.8 0.0 -0.1 -0.59
O 0.543623 -1.525871 -1.199934 -0.2 -0.4 -0.5 -0.51
N 1.769134 -0.911306 0.692130 0.5 0.3 -0.1 -0.61
N -1.305487 0.589984 -0.388384 -1.8 -0.2 -0.2 -0.25
C 0.793159 -0.515649 -0.268478 -0.8 1.1 -0.1 -0.01
C -1.769492 1.741931 -0.524977 0.4 0.0 0.2 -0.24
C -0.538167 -0.108655 0.451193 2.1 0.0 0.2 0.58
H 1.314904 -1.242685 1.539283 0.0 0.2 -0.1 0.29
H 0.487231 -2.365353 -0.726863 0.1 0.1 0.0 0.30
H 0.986625 0.414477 -0.889204 0.7 -1.1 0.7 0.29
H -1.450458 2.597618 0.071233 0.0 0.0 0.2 0.24
H -2.509349 1.913946 -1.294392 -0.1 0.1 -0.2 0.27
H 2.417943 -0.172410 0.932625 -0.1 -0.1 0.0 0.25
```
Positions in Å, forces in eV/Å.

Values from the calculation:
2S+1: 1
Net charge: 0
SMILES string: C=NC(=O)[C@@H](N)O
Energy relative to the best compared isomer or geometry (same formula, charge and spin) (kJ/mol): 251.5
HOMO (eV): -9.5

4.
Formula: C19H20N7PV
Source: the Open Molecules 2025 dataset
Level of theory: the ωB97M-V functional and the def2-TZVPD basis

The geometry in XYZ format:
```
48
Properties=species:S:1:pos:R:3:forces:R:3:mulliken_spin:R:1
V -0.162700 0.115600 0.085200 0.9 -0.1 -0.3 2.02
P 1.913800 2.006700 2.011600 -0.5 -0.3 -0.2 0.00
N -1.958100 -0.084100 -0.055000 -3.6 -0.9 -0.6 -0.09
N -0.106900 2.008600 0.024800 0.4 1.5 0.3 -0.07
N 0.554000 0.513600 4.040200 -0.2 -0.1 -1.0 0.01
N 0.557100 4.042300 0.520600 -0.2 -1.1 -0.1 0.00
N 3.828300 0.503000 0.509200 -1.2 -0.2 -0.3 0.02
N -0.102000 0.022200 2.002600 0.4 0.3 1.3 -0.08
N 1.732300 0.015300 0.025900 2.7 -0.1 0.0 -0.05
C 4.985600 1.109900 1.111800 0.8 0.6 0.6 0.00
C -0.760900 2.877200 -0.793500 -0.2 0.7 -0.4 0.01
C -0.353500 4.145300 -0.483100 -0.5 -0.3 -0.5 0.00
C 2.540500 -0.754100 -0.748300 0.8 -0.4 -0.5 0.03
C -5.201200 -0.751900 0.952900 0.3 0.1 -0.2 0.01
C -3.126400 -0.116300 -0.104900 0.4 0.1 0.1 0.09
C -6.585500 0.634200 -1.055300 -0.1 0.0 0.1 0.00
C -0.352200 -0.492500 4.137000 -0.4 -0.5 -0.2 0.00
C -5.213400 0.603400 -1.103500 0.3 -0.2 0.2 0.01
C -6.573000 -0.707600 0.971500 -0.2 0.0 0.0 0.00
C -7.269700 -0.019500 -0.026200 0.4 0.0 0.0 0.00
C 3.846100 -0.456600 -0.451200 -0.4 -0.5 -0.4 -0.01
C 0.700600 2.741500 0.819600 0.3 -0.1 0.3 0.03
C 1.220300 1.145400 5.147500 0.6 0.6 0.8 0.00
C -0.756500 -0.798500 2.866300 -0.2 -0.3 0.6 0.02
C 1.227900 5.147800 1.152200 0.7 0.9 0.6 0.00
C -4.497600 -0.096700 -0.095300 -1.2 0.0 0.0 0.01
C 2.539700 0.777400 0.788200 0.1 0.3 0.3 0.02
C 0.700100 0.816300 2.738900 0.2 0.1 -0.1 0.05
H -4.672000 1.100100 -1.894300 0.0 0.0 -0.1 0.00
H 4.750700 -0.864300 -0.860400 0.2 0.0 0.0 0.00
H -1.449400 -1.557600 2.539900 0.0 0.1 0.1 0.00
H -1.459700 2.554500 -1.549100 0.0 0.1 0.1 0.00
H -4.648900 -1.278300 1.716700 0.0 -0.1 0.1 0.00
H -0.651600 -0.918500 5.076200 0.0 0.0 0.1 0.00
H -7.116200 -1.198400 1.766500 0.0 0.0 0.0 0.00
H 2.302000 5.111500 0.960100 -0.1 0.0 -0.1 0.00
H 2.150800 -1.467400 -1.462100 0.2 0.0 0.0 0.00
H -7.137700 1.172100 -1.811900 0.0 0.0 0.0 0.00
H 0.826900 0.744800 6.079800 0.0 0.0 -0.1 0.00
H 1.053300 2.223800 5.132900 -0.1 -0.1 0.0 0.00
H 4.995500 0.934100 2.187900 0.0 -0.1 -0.1 0.00
H 4.992000 2.185500 0.932900 0.0 -0.1 -0.1 0.00
H 1.061900 5.133400 2.230800 0.0 0.0 -0.1 0.00
H -8.347400 0.015700 0.003400 -0.1 0.0 0.0 0.00
H 5.887400 0.679800 0.682300 -0.1 0.0 0.0 0.00
H 0.838100 6.083300 0.755100 0.0 -0.1 0.0 0.00
H 2.294600 0.954500 5.113700 -0.1 -0.1 0.0 0.00
H -0.650600 5.085800 -0.905300 0.0 0.2 0.0 0.00
```
Positions in Å, forces in eV/Å.

Values from the calculation:
2S+1: 3
Net charge: +3
Expectation value of S²: 2.013
Energy relative to the best compared isomer or geometry (same formula, charge and spin) (kJ/mol): 93.7
HOMO (alpha / beta) (eV): -17.9 / -17.9